Molecular formula: C7H14
Method: DFT, ωB97M-V/def2-TZVPD

The geometry in XYZ format:
```
21
Properties=species:S:1:pos:R:3:mulliken_charge:R:1
C 0.432 1.593 0.077 -0.681
C -1.047 1.427 -0.297 -0.605
C -1.740 0.187 0.270 -0.575
C -1.113 -1.141 -0.189 -0.816
C 0.225 -1.420 0.467 -0.447
C 1.425 -0.805 -0.066 -0.557
C 1.392 0.614 -0.605 -0.698
H 0.548 1.514 1.168 0.303
H 0.735 2.613 -0.192 0.332
H -1.133 1.413 -1.394 0.311
H -1.597 2.315 0.040 0.311
H -1.727 0.227 1.369 0.325
H -2.796 0.208 -0.029 0.314
H -1.788 -1.966 0.073 0.293
H -1.021 -1.147 -1.283 0.320
H 0.105 -1.525 1.539 0.403
H 1.326 -2.474 0.886 0.190
H 2.037 -1.815 1.002 0.177
H 2.129 -1.406 -0.627 0.421
H 2.418 0.998 -0.518 0.376
H 1.190 0.590 -1.690 0.304
```

Results
* E_LUMO: 0.023 hartree
* E_HOMO: -8.45 eV
* energy relative to the best compared isomer or geometry (same formula, charge and spin): 490.8 kJ/mol
* orbital gap: 9.081 eV
* E_tot: -7481.2077 eV